# 1
C12H7Cl2O6S3Tc as an isolated structure at a distorted geometry. Source: OMol25; level of theory: ωB97M-V with the def2-TZVPD basis set.

```
31
C12H7Cl2O6S3Tc ωB97M-V with the def2-TZVPD basis set
O -1.74490 -0.06609 0.60145
S 0.77231 0.93860 2.01169
Tc 0.15905 -0.21727 -0.20346
H -1.41061 4.41719 4.51751
O 1.73963 1.25945 2.99149
C -2.34853 3.46948 1.40720
C -0.66080 1.98941 2.29501
C 1.41909 -4.72238 -3.39972
C 0.39047 -4.15172 -2.66070
H 0.09410 2.46840 4.22608
H 3.45470 -4.56154 -4.06514
C -1.54138 2.35701 1.26431
H -2.90993 5.10357 2.67013
H -3.04914 3.70842 0.61849
C 2.87423 -2.88414 -2.88186
C 0.62133 -2.94944 -2.03660
C -2.28495 4.22725 2.57059
C 2.65363 -4.10242 -3.50339
O -3.27997 1.54697 -0.49610
H -0.56882 -4.64394 -2.57254
C -1.44527 3.84381 3.60155
H 1.24917 -5.66604 -3.89886
C 1.84690 -2.27324 -2.13238
O -0.96426 1.16081 -1.20986
S 2.11256 -0.71209 -1.40935
Cl -0.63542 -2.24146 -1.05945
S -1.96512 1.24845 -0.07142
C -0.61676 2.73727 3.45769
O 1.05428 1.37514 0.58999
O 0.59301 -0.54373 1.79914
Cl 4.39140 -2.11575 -3.02149
```

2S+1: 2
Energy relative to the best compared isomer or geometry (same formula, charge and spin) in kcal/mol: 0.00
Total energy in eV: -84583.62249
Total charge: +1

Löwdin population analysis, charges in e, atoms 1 to 4: number 1, O, carries -0.427; number 2, S, carries 0.606; number 3, Tc, carries 1.106; number 4, H, carries 0.126

---

# 2
A 6-piece molecular cluster, C12H24Cl12 overall. Source: OMol25; level of theory: ωB97M-V with the def2-TZVPD basis set.

```
48
C12H24Cl12 ωB97M-V with the def2-TZVPD basis set
Cl -8.25624 -21.93117 -9.75918
C -6.66644 -25.78704 -9.02949
H -3.61570 -25.91096 -12.24395
Cl -10.63032 -25.20123 -10.07072
Cl -12.61267 -25.37230 -2.79216
Cl -8.34611 -25.86583 -6.94692
H -0.83580 -26.24456 -11.09063
H -12.17884 -25.52068 -5.08143
C -10.20152 -24.21095 -12.55191
H -10.16115 -26.31483 -12.09407
H -9.72784 -23.30580 -12.18053
Cl -1.14776 -24.19653 -12.23637
Cl -7.60561 -28.19958 -11.58819
H -9.99694 -25.43416 -3.82216
H -5.76819 -26.03298 -8.46445
H -10.60227 -22.62464 -8.37471
H -11.27767 -24.08231 -12.62603
H -6.93846 -27.57639 -14.45295
C -9.68159 -20.95206 -9.35082
C -2.96325 -26.00055 -11.37953
H -1.37020 -26.48552 -12.73906
H -6.99073 -24.10001 -7.69037
C -9.84841 -25.36901 -11.66024
H -10.00253 -24.25685 -5.19002
C -6.15733 -27.42083 -13.71345
H -12.49667 -23.86921 -4.60547
H -9.36002 -19.92816 -9.18977
H -3.23388 -25.28968 -10.60937
C -10.46659 -21.55866 -8.20905
C -1.52553 -25.88083 -11.84873
H -7.14564 -26.73152 -9.26871
H -8.77115 -25.40060 -11.51876
H -8.32107 -24.39434 -8.77708
C -7.54729 -24.88229 -8.20019
Cl -9.67381 -21.38122 -6.62791
H -6.28300 -29.47869 -13.05950
C -6.18800 -28.48340 -12.63440
H -10.35623 -20.95054 -10.21047
H -6.32230 -26.44021 -13.27007
C -10.45045 -24.54202 -4.24461
Cl -4.56012 -27.38155 -14.50074
Cl -3.20579 -27.58965 -10.59038
H -5.29161 -28.42998 -12.02484
Cl -9.58469 -24.54188 -14.18945
Cl -10.06905 -23.18543 -3.12959
H -11.44632 -21.09168 -8.13569
Cl -6.07738 -25.03883 -10.54555
C -11.93329 -24.76061 -4.34029
```

2S+1: 1
Energy relative to the best compared isomer or geometry (same formula, charge and spin) in kcal/mol: 0.00
Total energy in eV: -163104.23253
SMILES: ClCCCl.ClCCCl.ClCCCl.ClCCCl.ClCCCl.ClCCCl

Löwdin population analysis, charges in e, atoms 1 to 4: number 1, Cl, carries 0.589; number 2, C, carries -0.642; number 3, H, carries 0.024; number 4, Cl, carries 0.592

---

# 3
One molecule with the formula C4H5NO. Source: OMol25; level of theory: ωB97M-V with the def2-TZVPD basis set.

```
11
C4H5NO ωB97M-V with the def2-TZVPD basis set
H 0.77293 -1.02771 1.09849
H 1.32892 2.46774 -0.58552
H -3.36499 -1.58992 0.36203
C -2.32697 -1.33749 0.32285
O 2.35033 0.75165 -1.02111
H 0.75271 -1.09431 -0.66220
C -1.15950 -1.04878 0.26089
C 0.25050 -0.65178 0.20740
N 0.36771 0.79733 0.10413
H -0.39372 1.36673 0.44621
C 1.42209 1.36656 -0.53317
```

2S+1: 1
Energy relative to the best compared isomer or geometry (same formula, charge and spin) in kcal/mol: 39.50
Total energy in eV: -7764.81340
SMILES: C#CCNC=O

Löwdin population analysis, charges in e, atoms 1 to 4: number 1, H, carries 0.130; number 2, H, carries 0.131; number 3, H, carries 0.028; number 4, C, carries 0.112

---

# 4
One molecule with the formula C5H10BNO3 at a distorted geometry. Source: OMol25; level of theory: ωB97M-V with the def2-TZVPD basis set.

```
20
C5H10BNO3 ωB97M-V with the def2-TZVPD basis set
C -2.65148 1.39012 0.42422
H -0.15084 2.22193 -0.81750
O 2.41088 1.73928 -0.33307
O -1.61041 -0.68734 -0.16018
C 0.13868 -2.33207 -0.53065
H 1.05900 -2.70259 -0.01658
C 0.43912 0.19435 -0.10812
C -0.28002 -1.04772 0.21586
H -0.54076 -3.12178 -0.66881
H -2.25519 1.13276 1.51051
H -3.57588 0.91840 0.34358
H 3.13827 1.87765 0.18150
B 1.94312 0.46726 -0.03709
H -0.32541 -1.39805 1.34434
C -0.42303 1.15633 -0.44454
O 2.81710 -0.48217 0.42382
H -2.51836 2.43884 0.34461
N -1.71215 0.75704 -0.40737
H 0.38436 -2.16455 -1.56077
H 3.71300 -0.35767 0.29624
```

2S+1: 1
Energy relative to the best compared isomer or geometry (same formula, charge and spin) in kcal/mol: 54.25
Total energy in eV: -13655.74167
SMILES: C[C@@H]1ON(C)C=C1B(O)O

Löwdin population analysis, charges in e, atoms 1 to 4: number 1, C, carries -0.046; number 2, H, carries 0.182; number 3, O, carries 0.175; number 4, O, carries -0.059

---

# 5
A 13-piece molecular cluster, H26O13 overall at a distorted geometry. Source: OMol25; level of theory: ωB97M-V with the def2-TZVPD basis set.

```
39
H26O13 ωB97M-V with the def2-TZVPD basis set
O 3.98679 0.82038 0.14062
H -2.91821 -0.87962 2.23662
H 1.86879 -2.22062 -0.01138
H -2.99721 -1.11162 -0.80838
H -0.01321 -3.62362 -1.61338
H 1.26079 2.89538 -2.86338
O 1.57679 -0.88362 -2.82138
H -0.65421 0.02738 0.50262
O -1.60921 0.31538 2.26662
O -3.71621 -1.37162 1.96962
O 1.71879 1.22538 2.13462
O -3.20121 -0.18362 -0.93138
H -1.07321 2.31738 -2.29138
H -3.30321 1.03338 0.26962
H -4.09521 -0.14362 -1.23038
H 2.17279 -1.29862 -1.18438
O -0.24121 -2.67262 -1.58938
H -1.06321 0.72838 2.95962
H 0.74579 -1.22162 -2.51938
H -2.12521 0.97838 1.80462
O 1.51879 2.04238 -2.51438
H 2.52779 1.65438 2.31462
H 0.64179 -0.38162 -0.07838
H 4.70979 0.74138 0.78562
O -1.49321 2.21538 -1.46138
H 2.79379 -1.29062 1.79162
H 3.44379 -0.01462 0.14562
O -0.10321 0.17938 -0.27238
O 3.43579 -1.45762 2.42962
H -4.15221 -1.64762 2.80362
H 1.43779 2.14138 -1.59038
H 1.43679 1.71838 1.35562
H 3.13079 -2.24062 2.85562
H 1.53379 0.04138 -2.56338
H -0.81221 -2.59062 -2.37738
H -0.97221 1.47538 -1.11938
O 2.23279 -1.39262 -0.26538
H -4.07621 2.34638 0.44362
O -3.55421 1.72938 0.89662
```

2S+1: 1
Energy relative to the best compared isomer or geometry (same formula, charge and spin) in kcal/mol: 40.43
Total energy in eV: -27040.19370

Löwdin population analysis, charges in e, atoms 1 to 4: number 1, O, carries -0.087; number 2, H, carries -0.018; number 3, H, carries 0.058; number 4, H, carries 0.059

---

Q: What is the total energy in the fourth record?
A: -13655.74167 eV

---

Q: Which value of 2S+1 does entry 2 give?
A: 1

---

Q: Which of these has the highest 2S+1?
A: C12H7Cl2O6S3Tc

---

Copy entry 5 word for word.
A 13-piece molecular cluster, H26O13 overall at a distorted geometry. Source: OMol25; level of theory: ωB97M-V with the def2-TZVPD basis set.

```
39
H26O13 ωB97M-V with the def2-TZVPD basis set
O 3.98679 0.82038 0.14062
H -2.91821 -0.87962 2.23662
H 1.86879 -2.22062 -0.01138
H -2.99721 -1.11162 -0.80838
H -0.01321 -3.62362 -1.61338
H 1.26079 2.89538 -2.86338
O 1.57679 -0.88362 -2.82138
H -0.65421 0.02738 0.50262
O -1.60921 0.31538 2.26662
O -3.71621 -1.37162 1.96962
O 1.71879 1.22538 2.13462
O -3.20121 -0.18362 -0.93138
H -1.07321 2.31738 -2.29138
H -3.30321 1.03338 0.26962
H -4.09521 -0.14362 -1.23038
H 2.17279 -1.29862 -1.18438
O -0.24121 -2.67262 -1.58938
H -1.06321 0.72838 2.95962
H 0.74579 -1.22162 -2.51938
H -2.12521 0.97838 1.80462
O 1.51879 2.04238 -2.51438
H 2.52779 1.65438 2.31462
H 0.64179 -0.38162 -0.07838
H 4.70979 0.74138 0.78562
O -1.49321 2.21538 -1.46138
H 2.79379 -1.29062 1.79162
H 3.44379 -0.01462 0.14562
O -0.10321 0.17938 -0.27238
O 3.43579 -1.45762 2.42962
H -4.15221 -1.64762 2.80362
H 1.43779 2.14138 -1.59038
H 1.43679 1.71838 1.35562
H 3.13079 -2.24062 2.85562
H 1.53379 0.04138 -2.56338
H -0.81221 -2.59062 -2.37738
H -0.97221 1.47538 -1.11938
O 2.23279 -1.39262 -0.26538
H -4.07621 2.34638 0.44362
O -3.55421 1.72938 0.89662
```

2S+1: 1
Energy relative to the best compared isomer or geometry (same formula, charge and spin) in kcal/mol: 40.43
Total energy in eV: -27040.19370

Löwdin population analysis, charges in e, atoms 1 to 4: number 1, O, carries -0.087; number 2, H, carries -0.018; number 3, H, carries 0.058; number 4, H, carries 0.059